[1]
{
  "formula": "C16H38BrF6NOPSSiZr",
  "method": "wB97M-V/def2-TZVPD",
  "spin_multiplicity": 2,
  "homo_ev": [-20.0, -20.4],
  "energy_ev": -136344.5275,
  "charge": 4,
  "gap_ev": [8.332, 6.395],
  "s_squared": 0.7536,
  "species": ["Zr", "N", "H", "H", "H", "F", "P", "F", "F", "F", "F", "F", "O", "S", "C", "C", "C", "C", "H", "H", "H", "H", "H", "H", "H", "H", "C", "C", "C", "C", "Si", "Br", "C", "C", "C", "C", "C", "C", "C", "C", "H", "H", "H", "H", "H", "H", "H", "H", "H", "H", "H", "H", "H", "H", "H", "H", "H", "H", "H", "H", "H", "H", "H", "H", "H", "H", "H"],
  "positions_angstrom": [[-2.6591, 4.4291, -1.9961], [-4.5817, 3.6411, -2.9863], [-5.2307, 4.3671, -3.3049], [-5.1239, 3.0733, -2.3284], [-4.4281, 3.0381, -3.7982], [-1.7538, 5.6275, -0.5049], [-3.3128, 6.2019, 0.2729], [-2.7724, 7.6272, 0.1884], [-4.7678, 6.4723, 0.6353], [-2.7448, 5.7953, 1.6309], [-3.6811, 4.5223, -0.0602], [-3.7080, 6.2669, -1.4610], [-1.4380, 5.0403, -3.3939], [0.0251, 5.6310, -3.7501], [0.4993, 4.6790, -5.2305], [0.6431, 5.7051, -6.3585], [-0.4535, 6.7407, -6.1381], [-0.3314, 7.1469, -4.6742], [-0.3364, 3.9964, -5.3952], [1.3969, 4.1132, -4.9901], [0.5583, 5.1997, -7.3196], [1.6280, 6.1725, -6.3205], [-1.4401, 6.3189, -6.3388], [-0.3321, 7.6150, -6.7760], [-1.1929, 7.6277, -4.2102], [0.5498, 7.7679, -4.4842], [2.0163, -1.6424, 0.1670], [2.2092, -2.2047, 1.5906], [2.3043, -1.0171, 2.5741], [3.5348, -3.0175, 1.6463], [0.9827, -3.4837, 2.2569], [-1.7100, 2.2489, -1.2565], [0.2407, -3.6258, 3.9751], [1.5822, -3.8455, 4.7423], [-0.7540, -4.7269, 4.3109], [-0.3688, -2.2398, 4.2839], [0.7209, -5.2718, 0.9982], [-0.7553, -5.5302, 1.0613], [1.6173, -6.1065, 1.8803], [1.2465, -4.9501, -0.3643], [2.8625, -0.9666, 0.0184], [1.1119, -1.0693, -0.0679], [2.1175, -2.4219, -0.5859], [3.1632, -0.4253, 2.2486], [2.4969, -1.3018, 3.6061], [1.4246, -0.3767, 2.5338], [4.3318, -2.3432, 1.3216], [3.5600, -3.8762, 0.9777], [3.7933, -3.3426, 2.6572], [1.9915, -4.8477, 4.6112], [1.3406, -3.7342, 5.8050], [2.3566, -3.1042, 4.5351], [-0.3824, -5.7308, 4.1116], [-1.7124, -4.5828, 3.8138], [-0.9366, -4.6732, 5.3871], [0.3601, -1.4340, 4.2812], [-0.7793, -2.3033, 5.2953], [-1.1985, -1.9893, 3.6211], [-1.1095, -5.8493, 2.0353], [-0.9389, -6.3591, 0.3595], [-1.3569, -4.7008, 0.6825], [1.2522, -6.2407, 2.8979], [2.6678, -5.8101, 1.8665], [1.5922, -7.1155, 1.4288], [0.6054, -4.2697, -0.9229], [1.2248, -5.9102, -0.9052], [2.2828, -4.6246, -0.3876]],
  "forces_ev_per_a": [[0.456, -0.577, 0.241], [-0.078, 0.137, -0.015], [0.005, 0.011, 0.009], [0.010, 0.003, 0.009], [-0.001, -0.007, 0.007], [-0.095, 0.040, -0.011], [0.066, -0.096, 0.033], [-0.039, 0.004, -0.040], [0.002, 0.029, -0.024], [-0.001, 0.032, 0.023], [-0.108, 0.128, 0.029], [-0.050, -0.029, -0.056], [0.018, 0.045, 0.054], [-0.056, 0.072, -0.085], [-0.031, 0.032, -0.025], [-0.002, 0.002, 0.005], [-0.006, 0.000, 0.006], [0.000, -0.003, 0.018], [0.010, -0.015, 0.004], [0.007, 0.010, 0.001], [-0.010, -0.003, 0.003], [0.003, -0.004, -0.012], [0.000, 0.005, -0.009], [0.009, 0.003, 0.005], [0.005, 0.003, 0.005], [0.002, 0.001, -0.007], [0.169, -0.334, -0.291], [-0.070, 0.189, -0.034], [-0.052, -0.023, 0.031], [0.029, 0.038, 0.084], [0.032, -0.008, -0.081], [-0.248, 0.485, -0.365], [0.136, -0.029, 0.004], [-0.042, 0.008, 0.076], [-0.015, -0.011, -0.021], [-0.015, -0.006, -0.012], [0.028, -0.003, -0.024], [-0.009, 0.026, 0.037], [-0.004, -0.008, -0.002], [-0.014, 0.009, -0.004], [-0.021, 0.011, -0.038], [0.013, -0.213, 0.538], [-0.019, 0.032, -0.028], [-0.001, 0.004, -0.005], [0.003, 0.008, -0.002], [-0.008, -0.007, 0.001], [0.005, 0.009, 0.024], [0.004, 0.028, -0.014], [0.006, -0.013, -0.003], [-0.011, -0.004, -0.008], [0.001, 0.001, -0.002], [-0.002, -0.015, -0.009], [0.000, 0.007, 0.008], [0.000, -0.002, 0.004], [-0.005, 0.005, -0.001], [0.001, 0.009, -0.021], [0.020, 0.008, 0.009], [-0.017, -0.007, 0.012], [0.002, 0.011, -0.004], [-0.001, -0.011, 0.009], [-0.003, -0.009, -0.021], [0.002, -0.002, -0.012], [-0.001, 0.000, 0.006], [0.006, 0.000, -0.004], [0.007, 0.008, 0.006], [-0.012, 0.002, -0.011], [-0.006, -0.016, -0.003]]
}

[2]
{
  "formula": "C16H38ClGeNO9SY",
  "method": "wB97M-V/def2-TZVPD",
  "spin_multiplicity": 2,
  "homo_ev": [-12.4, -12.3],
  "energy_ev": -118026.9901,
  "charge": 2,
  "gap_ev": [7.115, 2.178],
  "s_squared": 0.7532,
  "species": ["Y", "C", "C", "C", "C", "O", "Ge", "O", "C", "C", "C", "C", "O", "C", "C", "C", "C", "H", "H", "H", "H", "H", "H", "H", "H", "H", "H", "H", "H", "H", "H", "H", "H", "H", "H", "H", "H", "H", "H", "H", "H", "H", "H", "H", "O", "Cl", "O", "O", "O", "N", "C", "C", "O", "O", "H", "H", "H", "H", "H", "C", "S", "C", "H", "H", "H", "H", "H", "H"],
  "positions_angstrom": [[-0.3382, -0.9827, 0.2353], [-3.6085, -0.1518, 2.8179], [-3.5515, -1.1533, 1.6859], [-2.7248, -2.3756, 2.0355], [-4.8525, -1.6184, 1.1394], [-2.8950, -0.6208, 0.5111], [-2.5396, 1.1006, 0.2479], [-1.0841, 0.9678, 1.3897], [-0.4707, 2.1677, 1.9834], [0.4281, 2.8672, 0.9370], [-1.6638, 2.9556, 2.5320], [0.4354, 1.6853, 3.0639], [-1.2839, 0.6075, -1.1255], [-1.1979, 1.0700, -2.5180], [-0.4316, 2.4144, -2.5407], [-0.2295, 0.0202, -3.1148], [-2.6212, 1.0054, -3.0658], [-4.0628, -0.5649, 3.6718], [-4.0983, 0.7745, 2.3924], [-2.5825, 0.0300, 3.0787], [-3.0830, -2.8578, 2.9152], [-0.8956, -2.9818, 2.0723], [-2.8309, -3.1204, 1.2544], [-5.3135, -2.3032, 1.8399], [-4.7655, -2.2235, 0.1795], [-5.4869, -0.7671, 0.8703], [-0.0298, 3.3357, 0.0297], [1.0578, 2.0498, 0.6365], [0.9618, 3.6257, 1.4998], [-2.4125, 3.1702, 1.7909], [-1.2696, 3.9314, 2.8539], [-2.1310, 2.4143, 3.3279], [1.2390, 1.1094, 2.5505], [-0.0710, 0.9996, 3.7588], [0.8986, 2.4464, 3.6228], [0.4854, 2.2370, -2.0417], [-0.9897, 3.2440, -2.1090], [-0.2010, 2.6026, -3.6035], [0.7442, -0.0060, -2.6253], [0.0127, 0.2607, -4.1442], [-0.6053, -1.0383, -3.0548], [-3.2113, 1.6723, -2.4258], [-3.0823, 0.0147, -2.9821], [-2.6283, 1.3938, -4.0560], [-0.8959, -4.5078, 0.6860], [-0.2577, -3.9699, -0.5204], [-1.2723, -2.1073, 2.1762], [0.8792, -3.1144, -0.0195], [-1.2603, -2.8841, -0.9516], [4.2344, -2.9090, 1.2044], [3.5225, -1.8127, 1.9034], [2.8493, -1.1043, 0.6859], [3.4313, -1.0986, -0.3615], [1.6883, -0.5913, 0.9388], [5.1753, -3.1863, 1.5550], [4.3349, -2.5033, 0.2355], [3.6416, -3.6978, 1.2088], [4.2359, -1.0904, 2.4048], [2.8001, -2.1380, 2.6415], [4.3609, -0.4880, -4.1446], [3.3528, 0.9850, -3.7158], [4.4985, 2.1167, -2.8430], [5.3859, -0.1817, -4.1577], [3.9656, -0.9381, -5.0407], [4.1349, -1.2194, -3.3822], [4.5582, 1.8603, -1.7805], [4.1559, 3.1439, -3.0022], [5.4612, 2.0285, -3.2379]],
  "forces_ev_per_a": [[-2.137, 0.741, 0.349], [0.189, 0.860, -1.968], [1.169, -0.452, -1.187], [0.251, -0.371, -0.428], [-1.123, -1.112, -1.120], [1.423, -1.465, 0.150], [-1.471, 3.083, -0.944], [1.673, -0.650, 0.397], [-1.684, -0.124, -0.980], [-1.275, 0.282, 0.149], [1.540, 1.190, -0.245], [0.406, -2.161, -0.363], [0.938, -0.604, -0.199], [0.871, -1.577, 1.486], [-1.616, -0.695, -1.456], [-0.637, -0.865, -0.490], [0.478, 0.593, 0.989], [-1.083, -0.289, 0.974], [0.345, -0.837, 1.052], [0.433, 0.566, 0.229], [-0.105, -0.107, 1.071], [0.315, -0.723, 0.158], [0.039, 0.095, -0.345], [-0.649, 0.148, 0.306], [0.398, 0.798, 1.165], [-0.083, -0.180, 0.422], [-0.023, -0.483, 1.009], [0.822, -0.013, -0.455], [0.434, 0.158, -0.250], [-0.190, 0.067, -0.441], [-0.351, -0.239, 0.355], [-0.146, -0.169, 0.645], [-0.367, 0.258, 0.601], [0.003, 0.248, -0.210], [0.444, 1.196, 0.657], [0.921, 0.084, 0.738], [0.059, -0.033, -0.035], [-0.154, 0.356, 0.360], [0.134, 0.363, 0.555], [-0.197, -0.138, -0.442], [-0.055, 1.035, -0.205], [-0.062, 0.011, -0.298], [0.433, 0.101, -0.204], [-0.305, 0.121, -0.979], [0.894, -0.743, -0.787], [-2.471, 1.093, 1.472], [-0.820, 0.743, -0.490], [0.747, 0.259, -0.162], [1.246, -0.451, -0.405], [2.030, 0.710, 0.408], [0.541, 1.681, -0.125], [-2.724, 0.919, 2.806], [1.249, -0.130, -2.023], [1.609, -0.364, -0.360], [-0.861, 0.300, -0.007], [-0.026, -0.409, 0.213], [-0.755, -1.443, -0.334], [-0.671, -0.928, -0.688], [0.008, -0.346, -0.094], [-1.053, 0.965, 0.619], [0.850, -0.064, 0.170], [-1.454, -0.172, 0.083], [0.580, -0.151, -0.191], [0.010, 0.292, -0.643], [0.164, -0.161, 0.681], [-0.382, -0.047, -0.047], [-0.276, -0.285, 0.168], [1.555, -0.330, -0.833]]
}

[3]
{
  "formula": "C16H38F3IO6Zn",
  "method": "wB97M-V/def2-TZVPD",
  "homo_ev": -7.7,
  "energy_ev": -94155.7515,
  "gap_ev": 2.420,
  "species": ["Zn", "I", "C", "O", "O", "C", "F", "F", "F", "C", "C", "H", "H", "H", "H", "H", "H", "C", "C", "C", "O", "H", "H", "H", "H", "H", "H", "H", "H", "C", "C", "C", "O", "H", "H", "H", "H", "H", "H", "H", "H", "C", "C", "C", "O", "H", "H", "H", "H", "H", "H", "H", "H", "C", "C", "C", "O", "H", "H", "H", "H", "H", "H", "H", "H"],
  "positions_angstrom": [[0.2377, 0.4250, -1.1783], [1.3834, 3.8628, -3.6902], [-1.1598, 3.7608, 3.5848], [0.0219, 3.9041, 4.3626], [-0.8429, 2.7461, 2.6326], [-2.4442, 3.4799, 4.5038], [-3.4341, 2.7708, 3.9480], [-2.1470, 2.8831, 5.6454], [-2.9261, 4.6625, 4.8933], [0.3001, 5.1470, 4.9374], [1.6507, 5.1581, 5.6717], [2.5026, 5.0917, 4.9949], [1.7310, 6.0867, 6.2368], [1.8251, 4.3474, 6.3792], [-0.3381, 5.2226, 5.8178], [0.1641, 6.0183, 4.2968], [-1.4407, 4.6113, 2.9636], [4.9558, 0.9342, 2.7469], [4.5830, 1.4525, 1.3405], [5.8644, 1.9574, 0.5980], [3.8957, 0.4898, 0.5663], [5.3982, 1.7603, 3.3037], [5.6443, 0.0903, 2.7027], [4.0529, 0.5962, 3.2555], [3.8398, 2.2436, 1.4399], [5.7797, 2.0349, -0.4859], [6.6727, 1.2366, 0.7212], [6.2282, 2.9728, 0.7554], [4.5133, -0.2450, 0.5811], [1.9904, -4.4269, -4.6957], [2.5604, -3.4197, -3.7751], [3.9635, -3.0511, -4.1881], [1.7887, -2.2465, -3.9091], [2.4317, -5.4102, -4.5327], [2.0555, -4.2177, -5.7634], [0.9271, -4.5681, -4.5019], [2.4376, -3.7135, -2.7327], [4.6723, -3.7975, -3.8296], [4.2164, -2.0360, -3.8821], [4.0784, -3.1426, -5.2682], [1.5388, -2.1510, -4.8310], [-1.4820, -5.5232, 0.1058], [-2.2067, -4.1893, -0.0737], [-3.4840, -4.0447, 0.8252], [-1.2546, -3.1431, 0.2740], [-2.1877, -6.2860, -0.2232], [-1.2910, -5.7388, 1.1570], [-0.5931, -5.6548, -0.5112], [-2.4648, -4.0760, -1.1267], [-4.0020, -3.0874, 0.7655], [-3.1614, -4.2978, 1.8352], [-4.1399, -4.8488, 0.4915], [-1.1971, -3.1712, 1.2318], [-5.2801, 2.2566, -2.8654], [-4.8843, 0.7905, -2.6227], [-5.7491, -0.1872, -3.3256], [-3.5020, 0.5511, -2.9481], [-4.3972, 2.7006, -2.4057], [-6.2270, 2.4366, -2.3565], [-5.2692, 2.4772, -3.9328], [-5.0065, 0.6255, -1.5522], [-6.8158, -0.0834, -3.1266], [-5.5550, -1.1865, -2.9361], [-5.6266, -0.2221, -4.4082], [-3.3953, 0.3814, -3.8870]],
  "forces_ev_per_a": [[0.128, 0.571, -0.213], [-0.197, -0.544, 0.432], [1.696, -3.435, -1.883], [-0.708, -0.016, -0.914], [-1.537, 1.784, 2.040], [0.711, -0.091, 0.057], [0.398, 0.384, -0.444], [0.691, -0.925, 0.459], [-0.570, 0.936, -0.424], [0.108, -0.074, 2.570], [0.672, -0.051, -0.937], [0.038, 0.205, -0.203], [-0.018, 0.088, -0.097], [-0.649, -0.164, -0.030], [-0.869, 0.598, -0.191], [0.061, -0.157, -0.315], [0.061, 0.765, 0.070], [-0.648, 0.318, -0.648], [0.717, 1.158, 0.096], [-0.203, -0.170, -0.725], [0.418, -0.495, 0.134], [0.105, -0.158, 0.121], [0.200, 0.053, -0.088], [0.003, 0.073, 0.080], [0.247, 0.272, 0.112], [-0.827, -0.484, -0.204], [0.200, 0.080, 0.371], [-0.100, -0.065, 1.118], [-0.217, -0.595, -0.411], [-0.938, -1.998, -0.072], [0.109, 1.046, -0.823], [0.832, -0.758, 0.108], [-0.976, 1.086, 0.463], [0.202, -0.091, -0.112], [0.394, 0.411, 0.025], [-0.128, 0.056, 0.179], [0.322, -0.111, 0.007], [0.268, 0.200, 0.392], [0.129, -0.229, 0.168], [-0.263, 0.356, -0.180], [0.006, 0.089, -0.092], [-1.345, -0.416, -0.195], [0.561, 0.803, 1.026], [1.200, -1.196, -1.034], [-0.591, -0.080, -0.600], [-0.008, -0.355, -0.010], [0.281, 0.152, 0.033], [0.037, 0.424, 0.181], [0.090, 0.331, 0.020], [0.326, -0.043, -0.047], [-0.257, 0.268, 0.242], [-0.376, 0.084, 0.188], [0.129, 0.122, 0.164], [1.371, -1.313, 0.237], [-0.203, 0.471, -0.453], [-0.866, -1.504, -0.073], [-0.134, 0.157, 0.682], [-0.513, 1.062, 0.087], [0.160, 0.439, -0.193], [-0.320, 0.157, 0.043], [0.439, -0.107, 0.108], [-0.058, 0.544, 0.006], [0.319, -0.203, -0.186], [0.150, 0.227, -0.093], [-0.263, 0.059, -0.131]]
}

Which formula does entry 3 have? C16H38F3IO6Zn